(1)
The following is a DFT calculation (ωB97M-V with the def2-TZVPD basis set) of a molecular structure, C21H17AuIN5O8S3.

```
56
Properties=species:S:1:pos:R:3:forces:R:3
Au 0.1261 1.6573 -0.4435 0.27 0.02 -0.08
O 2.8911 2.1362 2.9350 -0.03 -0.02 0.01
S 2.5313 1.3675 1.7775 0.08 0.03 -0.05
O 3.4185 1.4614 0.6382 -0.04 0.01 -0.03
O 1.1081 1.6659 1.4075 -0.20 -0.10 -0.07
C 2.6773 -0.3578 2.2896 -0.08 -0.16 -0.01
C 3.8506 -0.5450 3.0164 0.03 0.05 0.02
C 4.2529 -1.7989 3.4408 -0.01 -0.02 0.00
C 3.4755 -2.9027 3.1408 0.01 0.01 0.01
C 2.3001 -2.7330 2.4299 -0.03 -0.03 -0.04
C 1.8845 -1.4785 1.9941 0.17 0.07 0.10
S 0.2966 -1.4522 1.1708 -0.02 0.03 -0.18
O -0.5432 -0.6070 1.9961 0.16 0.05 -0.02
O -0.1518 -2.8366 1.0968 -0.12 0.00 0.09
O 0.5431 -0.8934 -0.1702 -0.30 -0.13 0.34
H 4.4490 0.3233 3.2554 0.00 -0.01 0.00
H 5.1692 -1.9067 4.0064 0.00 0.01 -0.01
H 3.7748 -3.8913 3.4640 -0.01 -0.01 0.00
H 1.6689 -3.5782 2.1969 0.01 0.00 0.00
N -3.5664 -3.8145 0.8624 -0.05 0.04 0.04
C -3.7024 -2.4955 0.9408 0.02 -0.09 0.00
C -3.0642 -1.7929 2.0005 -0.17 -0.08 0.03
C -3.1353 -0.4360 2.0338 -0.08 0.15 -0.12
C -3.7875 0.2484 0.9946 0.03 -0.07 0.31
C -4.5015 -0.4338 -0.0196 0.10 -0.05 -0.04
C -4.4690 -1.7920 -0.0453 0.01 0.04 -0.03
S -3.4627 1.9863 0.8453 -0.06 -0.25 -0.12
O -2.9443 2.4156 2.1003 0.03 0.12 0.07
O -4.6109 2.6151 0.2684 -0.01 0.02 0.06
N -2.2336 1.8364 -0.1878 -0.11 0.35 -0.17
C -2.3751 1.8996 -1.5347 0.06 -0.12 0.16
N -3.5085 1.8865 -2.2347 -0.01 0.00 -0.11
C -3.3882 2.0371 -3.5475 -0.03 0.00 0.05
C -2.1741 2.1755 -4.2082 0.07 -0.01 -0.01
C -1.0401 2.0759 -3.4264 0.01 -0.13 -0.03
N -1.1472 1.9248 -2.1161 -0.04 0.07 0.09
H -2.9641 -4.3025 1.5083 0.10 0.04 -0.05
H -3.9692 -4.3402 0.1042 0.02 0.01 -0.02
H -2.4577 -2.3309 2.7167 -0.03 -0.02 -0.03
H -2.6001 0.1284 2.7804 -0.05 0.02 0.01
H -5.0078 0.1463 -0.7800 -0.03 -0.01 0.01
H -4.9724 -2.3546 -0.8216 -0.01 0.00 0.01
H -4.3165 2.0339 -4.1089 -0.01 0.01 0.01
H -2.1161 2.3100 -5.2768 0.00 -0.01 0.00
H -0.0364 2.0902 -3.8332 0.00 0.02 0.00
I 4.4645 -1.9387 -2.4380 0.00 -0.02 0.00
C 3.7248 -0.0029 -2.3141 0.02 0.14 -0.02
C 4.5036 1.0888 -2.6555 0.05 -0.05 -0.01
C 3.9669 2.3580 -2.5174 -0.04 0.02 0.01
C 2.6821 2.4877 -2.0327 -0.03 0.06 -0.05
N 1.9382 1.4274 -1.7170 0.09 0.00 0.19
C 2.4412 0.1983 -1.8371 0.14 -0.05 -0.23
H 5.5165 0.9536 -3.0098 0.00 0.00 0.00
H 4.5457 3.2390 -2.7542 0.00 0.00 0.00
H 2.2321 3.4590 -1.8750 0.01 0.00 0.02
H 1.8129 -0.6179 -1.5064 0.09 0.07 -0.09
```
Forces are in eV/Å.

Results
expectation value of S² = 2.03
highest occupied orbital energy (spin up / spin down) = -8.6 / -8.8 eV
E = -90178.5027 eV
multiplicity = 3
gap between HOMO and LUMO (spin up / spin down) = 8.39 / 5.22 eV
total charge = 0

Results of the Löwdin charge analysis, in e, for atoms 1 through 6:
1. Au 1.1655
2. O -0.2860
3. S 0.4955
4. O -0.3041
5. O -0.4562
6. C -0.2014


(2)
The following is a DFT calculation (ωB97M-V with the def2-TZVPD basis set) of a single C11H18BrNO molecule.

```
32
Properties=species:S:1:pos:R:3:forces:R:3
C -0.8572 -3.0168 1.2379 -2.59 -1.20 0.21
C -0.3780 -2.7591 0.0404 0.33 -0.30 1.31
Br -1.4792 -3.2207 -1.4634 0.63 0.39 0.15
C 0.9943 -2.0448 -0.0549 -2.40 -0.71 -1.67
N 0.7314 -0.6544 0.4318 1.79 -1.24 -0.12
C 1.1894 -0.3130 1.7095 0.16 -1.63 -1.27
C 2.0446 -1.3385 2.4388 -1.57 0.14 -0.81
O 0.9645 0.7307 2.2302 -0.77 2.29 0.65
C 0.0279 0.2643 -0.5170 0.68 -1.16 -1.42
C -1.3475 0.6638 -0.0659 0.54 -0.49 -3.32
C -1.9904 1.6312 -1.0750 0.83 0.65 2.48
C -1.1814 2.8958 -1.3640 0.73 0.26 0.30
C 0.2823 2.5467 -1.7668 -0.63 -0.09 1.16
C 0.8859 1.4260 -0.8715 0.23 2.79 1.79
H -0.3530 -2.8850 2.1678 0.63 0.43 0.24
H -1.8919 -3.4179 1.3971 1.06 0.28 -0.39
H 1.7585 -2.7060 0.3842 -0.31 1.02 0.40
H 1.1269 -2.2052 -1.1341 0.88 1.37 -0.01
H 2.9804 -1.3433 1.9738 1.51 -0.58 -0.94
H 1.5399 -2.2837 2.4403 0.29 -0.68 -0.03
H 2.2199 -1.0512 3.4292 -0.11 0.75 1.44
H -0.0676 -0.3073 -1.4896 -0.26 0.04 1.11
H -1.4271 1.0263 0.8730 0.32 1.28 3.16
H -1.8248 -0.2722 -0.0917 -1.47 -1.10 0.17
H -2.1998 1.0804 -1.9308 -0.60 -0.72 -1.84
H -2.8815 1.9723 -0.5727 -0.80 -0.06 -0.33
H -1.7533 3.4008 -2.1836 0.82 0.14 0.75
H -1.1225 3.5237 -0.4341 -0.41 -0.34 -0.86
H 0.2191 2.2091 -2.7405 -0.12 -1.16 -2.36
H 0.9738 3.4003 -1.8914 -0.40 -0.17 0.74
H 1.8646 1.1568 -1.2595 0.12 -0.20 0.21
H 0.9519 1.8909 0.1523 0.88 0.00 -0.89
```
Forces are in eV/Å.

Results
highest occupied orbital energy = -9.0 eV
E = -85277.4234 eV
multiplicity = 1
gap between HOMO and LUMO = 9.67 eV
SMILES string = C=C(Br)CN(C(C)=O)C1CCCCC1
total charge = 0

Results of the Löwdin charge analysis, in e, for atoms 1 through 6:
1. C -0.0549
2. C -0.7241
3. Br 0.7080
4. C -0.1633
5. N 0.0058
6. C -0.4898


(3)
The following is a DFT calculation (ωB97M-V with the def2-TZVPD basis set) of a single CH2F4N3P3 molecule.

```
13
Properties=species:S:1:pos:R:3:forces:R:3
C 1.2330 -1.0855 -0.2493 2.60 2.22 0.36
N -0.4400 2.0711 -0.3535 -1.07 -0.65 -1.62
N -1.7879 -0.2001 -0.3770 -0.81 -0.85 -1.32
N 0.9960 -0.0726 0.6593 -1.96 -1.04 0.08
F 0.4142 -1.1064 -1.3148 -0.71 -1.02 -0.73
F 2.4727 -0.8195 -0.8956 -0.70 -1.24 0.81
F 1.2569 -2.2754 0.3525 0.07 -0.17 -0.82
F 1.1803 2.2134 1.4426 0.31 0.48 0.61
P -1.5059 1.3258 -1.2314 0.45 0.69 1.61
P -1.5333 -0.9063 1.0726 2.10 2.44 0.92
P 1.0840 1.4660 0.0596 0.20 -0.10 0.68
H -1.8830 -0.9447 -1.0877 -0.35 0.42 0.38
H -1.4869 0.3343 1.9226 -0.15 -1.16 -0.95
```
Forces are in eV/Å.

Results
highest occupied orbital energy (spin up / spin down) = -8.8 / -8.8 eV
E = -44275.7583 eV
multiplicity = 1
gap between HOMO and LUMO (spin up / spin down) = 6.75 / 6.75 eV
total charge = 0

Results of the Löwdin charge analysis, in e, for atoms 1 through 6:
1. C -0.8465
2. N -0.5378
3. N -0.6632
4. N -0.1715
5. F 0.0306
6. F 0.0050


(4)
The following is a DFT calculation (ωB97M-V with the def2-TZVPD basis set) of a molecular structure, C12H16N3O5Pd.

```
37
Properties=species:S:1:pos:R:3:forces:R:3
Pd -1.4573 0.2344 0.9438 -0.18 -1.23 0.63
O -1.6651 2.8540 -0.5468 0.09 0.18 0.27
C -0.6773 1.9111 -0.4232 0.43 0.50 -1.05
O -0.2981 1.2760 -1.3956 -0.04 0.18 0.17
C -0.0379 1.9559 0.9204 0.21 0.16 0.15
C -0.1621 3.0217 1.8330 0.16 0.11 0.02
C 0.3622 2.8541 3.0932 -0.04 -0.02 -0.18
C 0.8215 1.5859 3.4757 0.24 -0.06 -0.03
C 0.8174 0.5628 2.5525 -0.16 -0.13 0.34
N 0.5390 0.7766 1.2477 0.11 0.39 -0.10
C 0.7231 -0.9208 2.9524 -0.08 0.09 -0.11
O 1.5850 -1.4536 3.6511 -0.02 0.10 0.01
O -0.3726 -1.3964 2.5148 0.09 0.05 -0.02
H -2.1234 2.6371 -1.3659 0.01 -0.06 -0.14
H -0.6398 3.9384 1.5193 -0.03 -0.01 0.02
H 0.3551 3.6702 3.8054 -0.04 0.00 0.00
H 1.1358 1.3790 4.4903 -0.04 -0.03 0.00
C -3.6739 -1.6542 2.9890 -0.01 0.06 -0.19
N -3.9917 -0.5472 2.0780 0.29 -0.03 0.02
C -3.9405 0.7546 2.7409 -0.18 -0.10 -0.17
C -3.3827 -0.5918 0.8057 -0.71 -0.59 0.01
O -3.4192 0.4062 0.0364 0.09 0.15 0.06
N -3.2779 -1.9442 0.2999 0.00 0.23 -0.04
C -2.2777 -2.1406 -0.7496 -0.20 0.08 0.22
C -4.5796 -2.4179 -0.1478 -0.04 -0.08 0.06
H -4.1314 -1.4276 3.9523 -0.03 -0.03 0.00
H -2.5958 -1.7814 3.1148 0.04 0.03 0.03
H -4.0916 -2.5830 2.6052 0.00 -0.01 0.08
H -4.6863 0.7777 3.5378 -0.01 -0.03 -0.02
H -4.1709 1.5320 2.0172 0.05 0.04 0.00
H -2.9526 0.9511 3.1762 -0.01 0.00 -0.01
H -1.2983 -1.8126 -0.4043 0.02 0.01 -0.01
H -2.5363 -1.6114 -1.6755 0.05 0.05 0.00
H -2.2198 -3.2107 -0.9579 -0.02 0.00 -0.01
H -5.3456 -2.1477 0.5791 0.02 -0.03 0.00
H -4.5493 -3.5059 -0.2416 -0.04 0.00 -0.03
H -4.8583 -1.9920 -1.1239 -0.02 0.02 0.02
```
Forces are in eV/Å.

Results
highest occupied orbital energy = -4.3 eV
E = -30892.2510 eV
multiplicity = 1
gap between HOMO and LUMO = 7.48 eV
total charge = -1

Results of the Löwdin charge analysis, in e, for atoms 1 through 6:
1. Pd 0.8002
2. O 0.0461
3. C -0.5893
4. O 0.0340
5. C -0.2736
6. C -0.0369


(5)
The following is a DFT calculation (ωB97M-V with the def2-TZVPD basis set) of a gas-phase ion, C7H14N2O2 (charge +2).

```
25
Properties=species:S:1:pos:R:3:forces:R:3
C -1.3142 -0.8958 -0.4595 -1.71 0.16 -0.88
C 0.0008 -1.3473 -0.2014 -0.94 -2.84 -1.14
C -1.8491 0.0920 0.3174 -1.97 -2.54 -2.94
C 0.0493 2.2621 -0.1228 0.66 -0.12 -2.27
C 1.7486 0.3353 -0.0264 -1.12 1.42 -0.80
C 0.1245 -2.8262 -0.1379 2.71 -1.49 3.53
C 3.0266 0.5618 0.6445 0.87 2.53 -1.86
N 1.1318 1.4689 -0.8698 2.34 0.15 0.51
N -3.3065 0.4545 0.3379 1.58 -1.38 1.93
O 1.1081 -0.7890 0.2029 0.47 1.66 0.03
O -1.0624 2.2065 -0.5125 0.33 0.39 0.54
H -1.8796 -1.6068 -1.2338 0.99 1.84 1.86
H -1.2735 0.3572 1.0975 1.17 1.57 2.75
H 0.5995 2.8443 0.5733 -0.25 0.71 1.49
H -0.5361 -3.3512 0.6456 0.82 1.08 -0.99
H 1.2498 -3.0332 0.1861 -2.37 0.28 -0.36
H 0.0735 -3.4524 -0.9755 -0.57 -0.24 -1.91
H 2.9277 0.5564 1.6891 0.18 0.15 1.52
H 3.5946 1.5022 0.2524 -1.34 -1.26 0.95
H 3.6913 -0.1756 0.3140 1.09 -1.61 -0.09
H 0.8298 1.1787 -1.8022 -0.32 -0.27 -0.13
H 1.9980 2.1221 -1.0234 -1.88 -1.26 0.25
H -3.6014 0.5208 1.3501 -0.02 -0.07 -1.27
H -3.8120 -0.2909 -0.1226 -0.54 -0.32 -0.06
H -3.5190 1.3054 -0.1232 -0.20 1.43 -0.64
```
Forces are in eV/Å.

Results
highest occupied orbital energy (spin up / spin down) = -15.5 / -15.0 eV
E = -14538.3999 eV
multiplicity = 1
gap between HOMO and LUMO (spin up / spin down) = 7.53 / 7.02 eV
total charge = +2

Results of the Löwdin charge analysis, in e, for atoms 1 through 6:
1. C -0.0034
2. C -0.3144
3. C -0.0943
4. C -0.1475
5. C -0.2273
6. C -0.0040


(6)
The following is a DFT calculation (ωB97M-V with the def2-TZVPD basis set) of 2 unconnected molecules or ions with the total composition C3H11NO3.

```
18
Properties=species:S:1:pos:R:3:forces:R:3
N -0.1861 0.6431 0.7998 -2.05 -0.36 -1.11
C 0.3010 -0.6546 0.1775 1.14 2.67 -0.82
C 1.2143 -1.3881 1.2194 -1.16 0.14 0.92
O 2.3054 -0.4998 1.5913 -1.02 -1.07 0.11
C -0.8103 -1.5210 -0.4922 2.04 -0.91 0.65
O -1.6918 -0.9352 -1.4263 1.06 2.51 0.36
H -0.6062 1.3343 0.0517 1.18 -1.89 1.80
H -0.9936 0.3052 1.3800 0.67 0.94 -0.49
H 1.1069 -0.2592 -0.5843 -1.67 -1.05 0.93
H 1.6348 -2.2452 0.6333 -0.12 0.48 1.08
H 0.5935 -1.7525 2.2139 1.52 0.72 -2.54
H 2.0004 0.0604 2.3246 0.00 -0.21 -0.57
H -1.4731 -1.9414 0.2394 0.04 -0.49 1.00
H -0.1421 -2.3419 -0.8773 -1.31 0.40 -0.50
H -1.6861 0.0384 -1.1459 -0.28 -1.87 -0.85
O -0.7208 3.5473 -1.6981 -1.03 -0.36 1.04
H -1.0595 3.6263 -0.7610 0.39 -0.11 -1.72
H -1.4449 3.1579 -2.2364 0.61 0.46 0.71
```
Forces are in eV/Å.

Results
highest occupied orbital energy = -10.0 eV
E = -10920.1867 eV
multiplicity = 1
gap between HOMO and LUMO = 10.33 eV
SMILES string = NC(CO)CO.O
total charge = 0

Results of the Löwdin charge analysis, in e, for atoms 1 through 6:
1. N 0.0016
2. C -0.3732
3. C -0.2264
4. O -0.0991
5. C -0.2629
6. O -0.0761